9 unconnected molecules or ions with the total composition C5H28NO10 in a non-equilibrium geometry, computed with ωB97M-V with the def2-TZVPD basis set.

CARTESIAN COORDINATES (ANGSTROEM)
1 C -3.265 -1.089 -0.276
2 N -2.518 -2.272 -0.642
3 C -2.298 -3.255 0.450
4 O -1.480 -2.794 1.482
5 C -2.392 0.236 -0.408
6 C -1.241 0.282 0.565
7 C -0.362 1.496 0.107
8 O -0.542 1.617 -1.393
9 H -3.630 -1.160 0.850
10 H -4.050 -0.633 -0.926
11 H -1.731 -2.066 -1.226
12 H -1.759 -4.038 0.021
13 H -3.157 -3.219 1.073
14 H -2.046 0.448 -1.571
15 H -3.138 1.018 -0.214
16 H -1.435 0.367 1.588
17 H -0.495 -0.623 0.378
18 H 0.655 1.292 0.247
19 H -0.803 2.426 0.629
20 H 0.442 1.612 -1.807
21 H 0.391 1.974 3.285
22 H 2.523 -0.397 2.364
23 O -0.406 1.533 3.458
24 H 2.025 -0.774 1.117
25 H -0.689 -2.256 1.388
26 O 2.222 -1.267 2.037
27 H -0.378 -0.036 -3.640
28 H -1.042 1.254 -3.264
29 O -0.970 0.562 -3.946
30 H 2.678 1.817 -0.372
31 H 2.222 3.242 -0.276
32 O 2.963 2.758 -0.049
33 H 2.563 2.374 2.036
34 H 2.054 1.046 1.466
35 O 1.917 1.707 2.178
36 H -0.448 1.094 2.574
37 H 3.344 0.175 -0.162
38 O 2.452 0.238 -0.039
39 H 1.633 0.416 -1.505
40 H 2.343 1.316 -2.509
41 O 1.697 0.604 -2.476
42 H 2.089 -1.555 -0.957
43 H 2.345 -2.986 -0.523
44 O 1.717 -2.488 -1.109

- E (eV) = -27597.4631
- energy above the lowest of the compared OMol25 structures with the same formula, charge and spin (kJ/mol) = 466.8
- frontier orbital gap (spin up / spin down) (Eh) = 0.3581 / 0.1699
- multiplicity = 2
- charge = 0
- LUMO (spin up / spin down) (eV) = -0.08 / -5.19
- largest force on an atom (eV/Å) = 4.86